1.
The following is a quantum chemistry calculation of an isolated ion of composition C7H12 and charge +1 in a non-equilibrium geometry, from the Open Molecules 2025 dataset.

XYZ file:
```
19
C7H12 (wB97M-V/def2-TZVPD)
C -2.1431 -0.7583 0.5418
C -1.0332 0.2348 0.6031
C -1.0916 1.3042 1.4872
C 0.8828 -1.1054 -0.2002
C 0.2851 0.1310 0.0043
C 0.7245 1.4027 -0.7509
C 2.2207 -1.2176 -0.8778
H -2.8565 -0.5550 -0.2617
H -1.8007 -1.7977 0.4856
H -2.7287 -0.6138 1.4530
H -0.4020 2.1018 1.7003
H -2.0394 1.3640 2.0190
H 0.2291 -1.9472 -0.0003
H 1.4818 2.0242 -0.2800
H 0.8851 1.1647 -1.8071
H -0.2031 1.9679 -0.7785
H 2.3155 -0.4935 -1.6953
H 3.0788 -1.0313 -0.2344
H 2.1948 -2.1755 -1.4080
```

The value obtained for the largest force on an atom is 2.134 eV/Å. The value obtained for the orbital gap (spin up / spin down) is 9.95 / 7.10 eV. The charge is +1. The spin multiplicity is 2. As for the expectation value of S²: 0.79. The LUMO energy (spin up / spin down) comes out at -4.5 / -7.6 eV.

=====

2.
The following is a quantum chemistry calculation of C7H12BCl3O2 as an isolated structure in a non-equilibrium geometry, from the Open Molecules 2025 dataset.

XYZ file:
```
25
C7H12BCl3O2 (wB97M-V/def2-TZVPD)
B 0.9991 -0.0874 1.9989
C 0.5559 1.5053 2.0938
C 2.7389 1.2491 2.8898
C -0.5064 0.2151 -2.2882
C -0.1240 -1.2584 1.3924
C 0.1539 -0.4599 -0.9782
C -0.9101 -0.8100 0.1356
C 3.5752 1.0144 4.0663
O 2.1707 -0.3826 2.4618
O 1.6000 1.9150 3.0778
Cl 4.7925 -0.1445 3.6953
Cl 4.3590 2.6618 4.4020
Cl 2.5644 0.4799 5.3966
H 0.7560 2.0298 1.0514
H -0.4385 1.7044 2.5436
H 3.2001 1.1588 1.9507
H 0.2038 0.1761 -3.0455
H -0.8485 1.1827 -1.9160
H -1.4535 -0.3389 -2.5732
H -0.9405 -1.4074 2.2200
H 0.3680 -2.2637 1.1766
H 0.7437 -1.3116 -1.2610
H 0.7777 0.4138 -0.6961
H -1.4517 -1.6345 -0.1822
H -1.6809 -0.0121 0.2250
```

The value obtained for the largest force on an atom is 6.705 eV/Å. The value obtained for the orbital gap (spin up / spin down) is 6.58 / 4.57 eV. The spin multiplicity is 3. As for the expectation value of S²: 2.01. The LUMO energy (spin up / spin down) comes out at 0.5 / -5.1 eV.

=====

What is the largest force on an atom in the second record?
6.705 eV/Å

=====

What is the largest force on an atom in the second record?
6.705 eV/Å